Version one
Density functional theory data (ωB97M-V with the def2-TZVPD basis set) for a 2-piece molecular cluster, C3H10NO3 overall.

Results
- HOMO-LUMO gap: 11.9 eV
- Net charge: +1

```
17
C3H10NO3 ωB97M-V with the def2-TZVPD basis set
O 2.075 0.636 0.613
O 1.827 1.277 -1.549
O 0.749 -1.818 -1.148
N -0.508 -0.112 0.706
C 1.394 1.013 -0.469
C -1.982 -0.163 0.913
C -0.098 1.000 -0.186
H 0.040 0.034 1.556
H -2.250 -1.189 1.202
H 1.094 -1.361 -1.923
H -0.126 -0.959 0.243
H 3.017 0.874 0.573
H 0.528 -2.729 -1.378
H -0.364 1.958 0.266
H -2.254 0.479 1.735
H -2.521 0.030 -0.013
H -0.621 1.030 -1.142
```

Version two
Density functional theory data (ωB97M-V with the def2-TZVPD basis set) for a 2-piece molecular cluster, C3H10NO3 overall.

Results
- HOMO-LUMO gap: 10.7 eV
- Net charge: +1

```
17
C3H10NO3 ωB97M-V with the def2-TZVPD basis set
O 0.663 -3.326 -0.403
O -0.672 0.050 -1.845
O 1.071 1.415 -1.605
N 0.412 1.931 1.107
C 0.090 0.929 -1.215
C -0.398 0.916 0.306
C -0.327 -0.512 0.779
H -0.281 -0.208 -2.739
H -0.168 -3.107 -0.093
H -0.710 -0.608 1.809
H 0.089 1.714 2.097
H -1.507 1.225 0.410
H 0.079 2.905 1.040
H 0.528 -3.106 -1.396
H -0.991 -1.150 0.084
H 0.699 -0.982 0.776
H 1.422 1.913 0.887
```

Order of stability, best first: version one, version two

Version one
Density functional theory data (ωB97M-V with the def2-TZVPD basis set) for a 2-piece molecular cluster, C2H7NO overall.

Results
- HOMO-LUMO gap: 9.1 eV
- Net charge: 0
- Structure (SMILES): C=CN.O

```
11
C2H7NO ωB97M-V with the def2-TZVPD basis set
O 3.727 0.333 -1.865
N -1.133 1.038 0.308
C -1.790 -1.112 1.255
C -1.501 -0.289 0.255
H -1.813 -0.865 2.312
H -1.602 -0.609 -0.778
H 4.496 0.899 -1.951
H -1.945 -2.178 1.141
H -1.131 1.553 -0.556
H -1.346 1.583 1.128
H 4.039 -0.352 -1.249
```

Version two
Density functional theory data (ωB97M-V with the def2-TZVPD basis set) for a 2-piece molecular cluster, C2H7NO overall.

Results
- HOMO-LUMO gap: 10.7 eV
- Net charge: 0
- Structure (SMILES): C=NC.O

```
11
C2H7NO ωB97M-V with the def2-TZVPD basis set
O -1.424 2.189 -0.343
N 0.271 -0.630 0.473
C 0.954 0.224 -0.136
C 0.506 -2.034 0.185
H 0.600 -2.232 -0.881
H -1.590 1.508 0.322
H 1.686 0.019 -0.932
H -2.312 2.508 -0.532
H -0.303 -2.626 0.588
H 1.422 -2.369 0.672
H 0.892 1.286 0.003
```

Version three
Density functional theory data (ωB97M-V with the def2-TZVPD basis set) for a 2-piece molecular cluster, C2H7NO overall.

Results
- HOMO-LUMO gap: 11.3 eV
- Net charge: 0
- Structure (SMILES): C=C.NO

```
11
C2H7NO ωB97M-V with the def2-TZVPD basis set
O -1.152 -0.009 -1.405
N -0.819 1.351 -1.134
C 1.026 -1.258 0.980
C 1.246 -0.285 1.848
H 1.038 -2.342 1.187
H 1.559 -0.466 2.866
H -0.540 1.189 -0.159
H -1.772 1.851 -1.035
H 1.146 0.749 1.534
H -0.766 -0.211 -2.232
H 0.650 -0.899 0.051
```

Version four
Density functional theory data (ωB97M-V with the def2-TZVPD basis set) for a 2-piece molecular cluster, C2H7NO overall.

Results
- HOMO-LUMO gap: 9.1 eV
- Net charge: 0
- Structure (SMILES): C=N.CO

```
11
C2H7NO ωB97M-V with the def2-TZVPD basis set
O 1.116 -0.968 -0.252
N -0.869 0.997 -0.743
C -2.132 0.905 -0.262
C 1.698 -0.883 1.118
H 2.267 -1.794 1.164
H 0.232 -0.241 -0.323
H 2.406 -0.137 1.225
H -2.966 1.277 -0.890
H -2.317 0.989 0.793
H -0.794 1.187 -1.710
H 0.931 -0.650 1.823
```

Order of stability, best first: version one, version two, version four, version three

Version one
Density functional theory data (ωB97M-V with the def2-TZVPD basis set) for a 2-piece molecular cluster, C4H10O3 overall.

Results
- HOMO-LUMO gap: 10.4 eV
- Net charge: 0
- Structure (SMILES): O=CCCCO.O

```
17
C4H10O3 ωB97M-V with the def2-TZVPD basis set
O -3.145 0.167 -0.047
O 0.754 -3.506 2.784
O 1.722 0.428 -2.331
C -1.949 0.373 -0.334
C -0.902 1.281 0.328
C 0.248 1.536 -0.698
C 1.100 0.270 -1.010
H 0.324 -0.500 -1.132
H -1.464 -0.434 -0.836
H -1.401 2.204 0.591
H 0.922 -4.367 3.089
H -0.736 0.795 1.298
H 0.818 2.410 -0.275
H -0.161 1.834 -1.716
H 2.252 1.155 -2.233
H 1.830 -0.200 -0.401
H -0.210 -3.443 2.923
```

Version two
Density functional theory data (ωB97M-V with the def2-TZVPD basis set) for a 3-piece molecular cluster, C4H10O3 overall.

Results
- HOMO-LUMO gap: 8.5 eV
- Net charge: 0
- Structure (SMILES): C=C/C=C/O.O.O

```
17
C4H10O3 ωB97M-V with the def2-TZVPD basis set
O 0.199 0.334 2.164
O 2.263 -0.629 0.889
O 1.414 1.760 -0.382
C -1.759 -0.145 -0.890
C -1.513 0.358 0.467
C -0.658 -0.265 1.328
C -1.409 -1.287 -1.503
H 2.039 0.014 0.180
H -1.211 -2.150 -0.872
H 1.101 -0.023 1.946
H -2.191 0.572 -1.593
H -0.435 -1.299 1.061
H -1.856 1.364 0.705
H 1.528 2.206 -1.219
H 3.173 -0.872 0.676
H -1.209 -1.308 -2.567
H 0.524 1.369 -0.390
```

Version three
Density functional theory data (ωB97M-V with the def2-TZVPD basis set) for a 2-piece molecular cluster, C4H10O3 overall.

Results
- HOMO-LUMO gap: 10.4 eV
- Net charge: 0
- Structure (SMILES): C[C@H](O)CC=O.O

```
17
C4H10O3 ωB97M-V with the def2-TZVPD basis set
O -2.619 2.070 -0.204
O -0.010 1.038 -0.212
O 2.935 0.366 0.535
C 1.859 0.206 1.139
C 1.150 -0.998 0.571
C -0.016 -0.388 -0.058
C -0.677 -1.216 -1.183
H -0.802 -0.485 0.802
H -1.739 1.721 0.014
H 0.036 -1.362 -1.967
H 1.634 0.672 2.162
H -2.471 3.015 -0.375
H -1.199 -2.219 -0.939
H -1.473 -0.455 -1.455
H 0.852 1.393 -0.002
H 0.861 -1.850 1.323
H 1.681 -1.508 -0.151
```

Version four
Density functional theory data (ωB97M-V with the def2-TZVPD basis set) for a 2-piece molecular cluster, C4H10O3 overall.

Results
- HOMO-LUMO gap: 11.3 eV
- Net charge: 0
- Structure (SMILES): CCCC(=O)O.O

```
17
C4H10O3 ωB97M-V with the def2-TZVPD basis set
O 1.819 -1.009 0.154
O 1.137 0.384 -1.455
O -1.418 -0.785 -2.455
C -1.792 0.805 2.122
C 1.151 -0.067 -0.154
C -0.562 0.010 1.713
C 0.276 0.796 0.683
H 0.840 1.555 1.220
H -0.642 -0.970 -2.993
H -0.393 1.394 0.065
H 1.928 0.026 -1.886
H -2.403 0.250 2.843
H -1.517 1.757 2.580
H -0.867 -0.946 1.296
H -1.307 0.154 -2.265
H -2.453 0.964 1.274
H 0.033 -0.211 2.591
```

Order of stability, best first: version four, version one, version two, version three